# 1
ORCA calculation (ωB97M-V/def2-TZVPD) on a molecular structure, C30H50HoOP4 at a distorted geometry.

Results
⟨S²⟩ = 6.40
Spin multiplicity = 5
Total charge = +3
LUMO energy (spin up / spin down) = -11.05 / -11.94 eV
Max |F| = 3.87 eV/A

Each line ends with the Mulliken spin population.
Positions of all 86 atoms, in Å:
Ho 0.67 -0.83 -0.53  2.845
P -0.81 2.42 -0.38  0.329
P -0.84 -0.34 -2.95  -0.040
P 2.10 1.02 1.64  0.011
H 2.36 -1.95 -3.25  0.001
C 2.58 -2.51 -2.33  0.009
C 1.64 -3.09 -1.57  0.012
H 0.64 -3.36 -1.97  -0.001
C -0.05 3.81 -1.37  0.053
C -2.53 2.62 -0.97  0.050
C -0.98 3.25 1.25  0.086
C -0.33 -1.91 -3.73  -0.002
C -2.66 -0.43 -2.93  -0.013
C -0.40 0.88 -4.30  0.004
C 3.49 0.31 2.57  0.009
C 1.20 1.58 3.11  0.003
C 2.95 2.46 0.84  -0.003
H 3.66 -2.60 -2.17  0.001
H 1.87 -3.45 -0.54  -0.002
H -0.83 4.53 -1.67  0.009
H 0.42 3.35 -2.26  -0.001
H 0.71 4.31 -0.76  -0.004
H -2.82 3.66 -0.78  0.018
H -3.18 1.94 -0.42  -0.023
H -2.57 2.42 -2.05  -0.003
H -0.09 3.85 1.48  -0.002
H -1.12 2.48 2.02  -0.022
H -1.88 3.89 1.24  0.015
H -0.57 -1.97 -4.78  -0.002
H -0.79 -2.76 -3.21  0.003
H 0.75 -2.10 -3.64  -0.003
H -3.10 -0.91 -3.80  -0.003
H -3.12 0.55 -2.83  0.000
H -2.96 -0.98 -2.04  0.003
H -0.29 0.42 -5.29  0.001
H 0.54 1.35 -4.01  -0.004
H -1.14 1.68 -4.37  0.001
H 3.74 0.84 3.48  0.001
H 4.36 0.24 1.95  -0.002
H 3.19 -0.70 2.82  0.001
H 1.79 1.33 3.99  0.000
H 0.26 1.05 3.16  -0.002
H 0.98 2.65 3.09  0.002
H 3.90 2.66 1.34  0.003
H 2.30 3.34 0.84  -0.001
H 3.16 2.20 -0.21  0.005
C 3.99 -0.51 -0.73  0.162
C 4.53 0.25 -1.80  0.106
C 5.88 0.20 -2.04  0.020
C 6.73 -0.48 -1.15  0.249
C 6.23 -1.07 0.00  0.004
C 4.85 -1.13 0.19  0.140
O 2.69 -0.65 -0.63  0.157
H 1.43 0.93 -1.36  -0.195
H 3.83 0.79 -2.42  0.009
H 6.32 0.68 -2.91  0.004
H 7.77 -0.58 -1.38  -0.003
H 6.89 -1.53 0.73  0.002
H 4.39 -1.63 1.02  0.000
C -1.10 -2.39 2.80  0.004
P -1.35 -1.17 1.49  -0.007
C -2.71 -2.12 0.60  -0.001
C -2.34 -2.98 -0.46  0.000
C -3.29 -3.80 -1.06  0.000
C -4.62 -3.79 -0.59  0.000
C -4.97 -2.94 0.45  0.000
C -4.02 -2.15 1.07  0.000
C -2.26 0.08 2.44  0.007
C -1.91 0.42 3.77  0.002
C -2.62 1.38 4.47  0.000
C -3.72 2.01 3.88  0.000
C -4.05 1.71 2.57  -0.001
C -3.36 0.73 1.88  -0.002
H -0.77 -3.33 2.36  0.000
H -2.07 -2.54 3.27  0.001
H -0.38 -2.02 3.53  0.001
H -1.28 -3.03 -0.78  0.001
H -3.00 -4.48 -1.87  0.000
H -5.35 -4.47 -1.04  0.000
H -6.00 -2.90 0.79  0.000
H -4.29 -1.56 1.94  0.000
H -1.08 -0.10 4.27  0.000
H -2.32 1.62 5.51  0.000
H -4.31 2.70 4.47  0.000
H -4.87 2.22 2.08  0.000
H -3.71 0.40 0.91  0.000

# 2
ORCA calculation (ωB97M-V/def2-TZVPD) on a molecular structure, C33H32BBrEuN8O4S3.

Results
⟨S²⟩ = 12.01
Spin multiplicity = 7
Total charge = -1
LUMO energy (spin up / spin down) = 1.47 / 2.19 eV
Max |F| = 0.43 eV/A
Relative energy (zero: lowest compared OMol25 entry of this formula, charge and spin) = 0.00 kcal per mole

Each line ends with the Mulliken spin population.
Positions of all 83 atoms, in Å:
Eu -0.89 -0.50 1.10  6.075
C 1.46 3.14 -1.03  -0.001
C 1.05 2.11 0.00  -0.006
N 0.28 1.14 -0.32  -0.026
N -0.15 1.15 -1.65  -0.002
C -1.43 1.13 -1.78  0.000
S -2.63 1.13 -0.53  -0.012
S -1.93 0.99 -3.50  0.000
C -3.16 2.32 -3.57  -0.001
C -2.51 3.68 -3.46  0.000
C -2.49 4.36 -2.25  0.000
C -1.85 5.59 -2.14  0.000
C -1.22 6.15 -3.25  0.000
C -1.24 5.47 -4.46  0.000
C -1.88 4.25 -4.56  0.000
C 1.51 2.27 1.39  0.009
C 2.73 2.91 1.64  0.001
C 3.15 3.21 2.92  -0.001
C 2.29 2.93 3.99  0.000
C 1.08 2.31 3.77  -0.002
C 0.68 1.91 2.48  0.001
O -0.43 1.23 2.31  -0.012
H 0.60 3.43 -1.63  0.000
H 2.19 2.71 -1.72  0.000
H 1.89 4.01 -0.55  0.000
H -3.89 2.15 -2.78  0.000
H -3.64 2.19 -4.54  0.000
H -2.96 3.92 -1.38  0.001
H -1.83 6.10 -1.19  0.000
H -0.71 7.10 -3.16  0.000
H -0.75 5.90 -5.33  0.000
H -1.88 3.72 -5.51  0.000
H 3.37 3.16 0.80  0.000
H 4.11 3.68 3.09  0.000
H 2.58 3.19 5.00  0.000
H 0.41 2.07 4.59  0.000
B -2.63 -1.43 3.64  -0.008
N -3.67 -1.63 2.51  -0.002
C -4.95 -2.02 2.56  0.000
C -5.43 -2.11 1.26  -0.001
C -4.33 -1.73 0.48  0.001
N -3.28 -1.45 1.24  -0.003
N -1.59 -2.58 3.51  -0.004
C -1.35 -3.62 4.31  0.000
C -0.33 -4.39 3.75  0.000
C 0.00 -3.71 2.58  0.000
N -0.76 -2.63 2.44  -0.003
H -3.17 -1.49 4.72  0.000
H -2.06 -0.37 3.45  0.002
H -5.43 -2.21 3.51  0.000
H -6.42 -2.38 0.94  0.000
H -4.28 -1.61 -0.60  0.000
H -1.91 -3.75 5.22  0.000
H 0.11 -5.29 4.15  0.000
H 0.77 -3.93 1.86  0.000
N -1.44 -1.96 -1.22  -0.001
C -0.22 -2.54 -1.68  0.000
C 0.43 -2.02 -2.79  -0.002
C 1.72 -2.45 -3.09  0.001
C 2.35 -3.40 -2.30  0.000
C 1.66 -3.98 -1.25  0.001
C 0.38 -3.55 -0.94  -0.004
S 4.07 -3.82 -2.61  0.000
O 4.54 -4.28 -1.30  0.000
O 4.03 -4.85 -3.63  0.000
O 4.65 -2.56 -3.04  0.000
H -1.89 -1.39 -1.92  0.002
H -2.11 -2.66 -0.91  0.001
H -0.03 -1.23 -3.36  0.000
H 2.26 -2.00 -3.91  0.000
H 2.17 -4.72 -0.64  0.000
H -0.16 -3.97 -0.09  -0.001
Br 1.71 -1.04 3.78  0.000
C 2.53 -1.05 2.08  -0.001
C 3.92 -1.12 2.03  0.000
C 4.51 -1.21 0.78  0.000
C 3.72 -1.19 -0.36  0.000
C 2.36 -1.08 -0.19  0.000
N 1.75 -1.03 1.01  -0.005
H 4.49 -1.14 2.94  0.000
H 5.59 -1.30 0.70  0.000
H 4.14 -1.30 -1.35  0.000
H 1.71 -1.04 -1.06  0.000

# 3
ORCA calculation (ωB97M-V/def2-TZVPD) on 10 unconnected molecules or ions with the total composition C20H60O20 at a distorted geometry.

Results
Spin multiplicity = 1
LUMO energy = 0.11 eV
Max |F| = 5.67 eV/A
SMILES = OCCO.OCCO.OCCO.OCCO.OCCO.OCCO.OCCO.OCCO.OCCO.OCCO
Relative energy (zero: lowest compared OMol25 entry of this formula, charge and spin) = 156.98 kcal per mole

Each line ends with the Mulliken charge.
Positions of all 100 atoms, in Å:
O 7.51 -0.67 0.31  -0.506
C 7.85 0.29 1.31  -0.362
C 8.89 -0.33 2.31  -0.341
O 10.05 -0.84 1.66  -0.538
H 6.80 -0.26 -0.18  0.256
H 8.15 1.27 0.93  0.340
H 6.91 0.38 1.85  0.280
H 8.36 -1.18 2.75  0.213
H 8.99 0.37 3.14  0.332
H 9.93 -1.27 0.82  0.320
O -5.20 1.57 -3.58  -0.447
C -6.34 0.97 -3.98  -0.243
C -7.68 1.91 -4.12  -0.610
O -7.77 2.69 -5.32  -0.519
H -4.66 0.82 -3.34  0.296
H -6.43 0.46 -4.95  0.263
H -6.68 0.24 -3.24  0.292
H -7.86 2.54 -3.25  0.354
H -8.59 1.32 -4.12  0.300
H -7.49 3.58 -5.09  0.309
O -0.39 -1.70 -5.38  -0.483
C -1.83 -1.93 -5.47  -0.375
C -2.34 -2.55 -4.25  -0.490
O -2.39 -1.68 -3.16  -0.524
H -0.16 -1.65 -6.32  0.271
H -2.33 -0.98 -5.63  0.271
H -2.08 -2.56 -6.32  0.392
H -1.59 -3.24 -3.85  0.308
H -3.27 -3.10 -4.37  0.360
H -1.50 -1.39 -2.96  0.270
O -6.41 6.70 -3.88  -0.506
C -5.55 7.12 -2.82  -0.362
C -5.52 6.22 -1.50  -0.328
O -4.35 5.46 -1.21  -0.478
H -6.60 7.43 -4.48  0.282
H -4.52 7.13 -3.18  0.271
H -5.88 8.12 -2.53  0.334
H -6.42 5.66 -1.72  0.232
H -5.53 6.95 -0.68  0.273
H -4.23 4.77 -1.87  0.285
O -3.44 5.88 3.21  -0.465
C -2.43 5.99 4.12  -0.243
C -1.42 4.79 3.71  -0.447
O -0.77 5.17 2.50  -0.492
H -3.12 5.72 2.32  0.222
H -1.90 6.94 3.96  0.230
H -2.86 5.89 5.11  0.299
H -1.96 3.85 3.64  0.291
H -0.71 4.76 4.54  0.315
H -1.37 5.28 1.76  0.290
O 0.72 -0.63 -0.63  -0.503
C 1.20 0.66 -0.41  -0.235
C 0.87 1.71 -1.48  -0.488
O 1.37 1.48 -2.75  -0.538
H 0.59 -1.20 0.13  0.287
H 0.82 1.08 0.52  0.328
H 2.29 0.62 -0.38  0.216
H 1.16 2.71 -1.16  0.339
H -0.21 1.84 -1.48  0.284
H 1.12 0.63 -3.13  0.314
O -1.26 -1.04 3.98  -0.521
C -1.97 -0.97 5.21  -0.444
C -2.02 -2.25 6.04  -0.258
O -1.01 -2.17 7.04  -0.525
H -0.31 -0.96 4.09  0.291
H -1.50 -0.12 5.70  0.315
H -2.93 -0.70 4.77  0.245
H -1.82 -3.02 5.29  0.207
H -2.99 -2.42 6.53  0.383
H -1.24 -2.94 7.55  0.303
O 2.64 -4.64 4.64  -0.450
C 3.97 -4.27 4.64  -0.452
C 4.10 -3.06 3.59  -0.285
O 3.41 -1.77 3.89  -0.510
H 2.21 -4.25 5.41  0.276
H 4.37 -4.03 5.62  0.330
H 4.59 -5.13 4.40  0.297
H 3.83 -3.32 2.56  0.297
H 5.16 -2.94 3.36  0.209
H 3.71 -1.46 4.75  0.288
O 0.35 -6.93 2.01  -0.495
C -0.68 -6.53 1.12  -0.314
C -1.72 -5.39 1.65  -0.318
O -2.76 -6.00 2.34  -0.502
H 0.58 -6.26 2.65  0.289
H -0.26 -6.39 0.12  0.300
H -1.32 -7.37 0.86  0.265
H -2.03 -4.69 0.87  0.299
H -1.14 -4.65 2.20  0.167
H -3.58 -5.91 1.85  0.312
O 5.32 0.04 -3.18  -0.521
C 5.28 -1.20 -3.87  -0.170
C 6.54 -1.39 -4.71  -0.566
O 7.79 -1.38 -4.07  -0.513
H 4.40 0.30 -3.25  0.285
H 4.98 -2.00 -3.19  0.283
H 4.50 -1.12 -4.62  0.282
H 6.76 -0.61 -5.44  0.325
H 6.43 -2.38 -5.15  0.297
H 7.82 -0.49 -3.71  0.304

# 4
ORCA calculation (ωB97M-V/def2-TZVPD) on C3H4N2O2 in the gas phase at a distorted geometry.

Results
Spin multiplicity = 1
LUMO energy = 0.33 eV
Max |F| = 2.77 eV/A
SMILES = Oc1cncn1O
Relative energy (zero: lowest compared OMol25 entry of this formula, charge and spin) = 84.69 kcal per mole

Each line ends with the Mulliken charge.
Positions of all 11 atoms, in Å:
O 1.93 -0.07 0.24  -0.556
C 0.63 0.33 0.28  0.606
C -0.14 1.40 0.63  -0.540
N -1.45 1.12 0.33  -0.637
C -1.51 -0.05 -0.22  -0.085
N -0.24 -0.56 -0.27  0.201
O 0.14 -1.73 -0.88  -0.440
H 2.51 0.61 0.58  0.321
H 0.15 2.36 1.02  0.388
H -2.36 -0.64 -0.58  0.352
H 1.07 -1.96 -0.46  0.390

# 5
ORCA calculation (ωB97M-V/def2-TZVPD) on a molecular structure, C32H47AsB2MgN8O2 at a distorted geometry.

Results
⟨S²⟩ = 0.75
Spin multiplicity = 2
Total charge = +1
LUMO energy (spin up / spin down) = -1.59 / -4.43 eV
Max |F| = 1.10 eV/A
Relative energy (zero: lowest compared OMol25 entry of this formula, charge and spin) = 0.00 kcal per mole

Each line ends with the Mulliken spin population.
Positions of all 93 atoms, in Å:
Mg 0.43 0.04 0.11  0.091
C 2.93 0.23 -2.63  0.014
C 1.48 0.09 -2.92  0.011
C 0.84 -0.22 -4.12  0.011
C -0.51 -0.20 -3.82  0.003
N -0.66 0.10 -2.52  0.017
N 0.58 0.29 -1.95  -0.011
B -1.92 0.31 -1.62  0.056
N -1.72 1.61 -0.77  0.003
C -2.37 2.77 -0.94  0.000
C -1.84 3.70 -0.08  0.000
C -0.83 3.03 0.61  0.004
C 0.09 3.54 1.66  0.004
N -0.75 1.77 0.18  -0.008
N -2.01 -0.95 -0.63  -0.005
C -2.81 -2.01 -0.76  0.025
C -2.63 -2.85 0.32  0.005
C -1.67 -2.22 1.11  0.002
C -1.13 -2.62 2.44  0.020
N -1.29 -1.07 0.53  0.084
N -3.22 0.39 -2.35  -0.002
C -4.44 0.49 -1.77  0.000
C -5.37 0.63 -2.76  0.000
C -4.63 0.61 -3.96  0.000
C -5.12 0.71 -5.36  0.000
N -3.34 0.46 -3.70  0.000
H 3.48 -0.68 -2.86  -0.004
H 3.09 0.48 -1.58  -0.005
H 3.37 1.03 -3.22  0.000
H 1.29 -0.41 -5.07  0.000
H -1.37 -0.34 -4.44  0.000
H -3.16 2.85 -1.66  0.000
H -2.15 4.73 0.05  0.000
H -0.37 4.35 2.22  0.000
H 1.01 3.93 1.22  -0.001
H 0.35 2.75 2.36  -0.001
H -3.48 -2.08 -1.61  -0.001
H -3.14 -3.77 0.53  0.000
H -1.36 -3.67 2.65  0.001
H -1.57 -2.02 3.23  0.002
H -0.05 -2.51 2.49  0.000
H -4.55 0.46 -0.69  0.000
H -6.44 0.74 -2.65  0.000
H -6.20 0.87 -5.37  0.000
H -4.91 -0.19 -5.93  0.000
H -4.65 1.55 -5.88  0.000
C 3.89 2.73 0.75  -0.008
C 3.46 1.96 1.99  0.024
As 2.73 0.22 1.55  0.126
C 4.28 -0.78 0.92  -0.016
C 5.50 -0.69 1.81  0.001
C 2.38 -0.59 3.29  -0.005
C 1.16 0.03 3.97  0.003
H 4.23 3.73 1.01  0.001
H 3.07 2.83 0.03  0.001
H 4.71 2.22 0.24  0.000
H 2.69 2.50 2.55  0.004
H 4.29 1.79 2.68  0.004
H 4.50 -0.43 -0.09  0.002
H 3.93 -1.81 0.82  0.020
H 5.89 0.33 1.89  0.000
H 6.31 -1.31 1.41  0.000
H 5.30 -1.05 2.82  0.000
H 3.27 -0.48 3.90  0.002
H 2.24 -1.66 3.10  -0.007
H 1.35 1.06 4.28  0.001
H 0.89 -0.54 4.86  0.000
H 0.28 0.04 3.32  0.001
C 0.24 -7.40 -3.78  0.000
C 0.95 -7.75 -2.47  0.001
C 0.09 -8.77 -1.71  0.000
C 2.31 -8.37 -2.81  0.000
C 1.16 -6.52 -1.59  -0.001
C 1.81 -6.67 -0.36  -0.001
C 2.04 -5.61 0.52  -0.005
C 1.59 -4.38 0.10  0.104
O 1.68 -3.15 0.76  -0.034
B 1.06 -2.29 -0.11  0.561
O 0.62 -2.86 -1.27  -0.108
C 0.96 -4.21 -1.11  0.030
C 0.72 -5.25 -1.98  -0.018
H 0.11 -8.31 -4.37  0.000
H 0.81 -6.70 -4.39  0.000
H -0.76 -6.99 -3.61  0.000
H -0.07 -9.66 -2.33  0.000
H -0.88 -8.35 -1.46  0.000
H 0.57 -9.10 -0.79  0.000
H 2.17 -9.24 -3.45  0.000
H 2.84 -8.70 -1.92  0.000
H 2.94 -7.66 -3.34  0.000
H 2.14 -7.65 -0.06  0.000
H 2.54 -5.75 1.46  0.001
H 0.22 -5.07 -2.92  0.002

# 6
ORCA calculation (ωB97M-V/def2-TZVPD) on a molecular structure, C35H36HgN3O2S2 at a distorted geometry.

Results
⟨S²⟩ = 0.78
Spin multiplicity = 2
LUMO energy (spin up / spin down) = -0.32 / -0.38 eV
Max |F| = 2.84 eV/A
Relative energy (zero: lowest compared OMol25 entry of this formula, charge and spin) = 0.00 kcal per mole

Each line ends with the Mulliken spin population.
Positions of all 79 atoms, in Å:
Hg 0.12 0.63 0.02  -0.022
C 0.62 2.69 -3.30  0.000
C 1.38 1.42 -2.97  0.002
C 0.89 0.15 -3.36  -0.007
C -0.28 0.12 -4.32  0.000
C 1.47 -1.02 -2.83  0.002
C 0.96 -2.39 -3.12  0.001
C 2.50 -0.91 -1.87  0.011
C 2.99 -2.13 -1.14  0.000
C 3.02 0.35 -1.55  -0.004
C 4.00 0.51 -0.40  0.000
C 2.53 1.53 -2.17  0.000
C 3.17 2.86 -1.93  0.000
H -0.46 2.48 -3.47  0.000
H 1.04 3.19 -4.17  0.000
H 0.68 3.38 -2.46  0.000
H -1.20 0.53 -3.87  0.000
H -0.49 -0.89 -4.68  0.001
H -0.06 0.74 -5.21  0.000
H -0.03 -2.38 -3.61  -0.003
H 0.89 -2.96 -2.16  -0.001
H 1.66 -2.94 -3.78  0.000
H 2.35 -2.37 -0.25  0.001
H 4.03 -2.01 -0.81  0.000
H 2.95 -2.99 -1.81  0.000
H 5.04 0.60 -0.75  0.000
H 3.95 -0.33 0.34  0.001
H 3.78 1.45 0.16  0.000
H 2.78 3.28 -0.99  0.000
H 2.94 3.54 -2.74  0.000
H 4.26 2.81 -1.86  0.000
S -3.91 -5.01 -2.26  0.005
C -4.04 -4.97 -3.99  0.036
C -3.56 -3.82 -4.52  -0.018
C -3.03 -2.94 -3.53  0.035
C -3.11 -3.44 -2.23  -0.091
C -2.62 -2.84 -0.98  0.033
C -1.80 -1.71 -1.04  0.095
N -1.13 -1.22 0.03  0.174
C -1.42 -1.75 1.26  0.151
C -2.35 -2.83 1.40  -0.065
C -2.66 -3.23 2.74  0.040
C -2.16 -2.60 3.84  -0.055
C -1.17 -1.57 3.73  0.058
C -0.64 -0.86 4.81  -0.019
C 0.27 0.18 4.57  0.084
C 0.69 0.39 3.25  -0.038
N 0.22 -0.28 2.21  0.106
C -0.79 -1.18 2.40  0.069
C 0.84 1.06 5.60  -0.033
C 1.57 2.22 5.37  0.043
C 1.93 2.91 6.55  -0.018
C 1.44 2.30 7.68  0.036
S 0.59 0.85 7.28  0.004
C -2.92 -3.40 0.28  0.318
H -4.54 -5.77 -4.48  0.002
H -3.60 -3.58 -5.58  -0.001
H -2.58 -1.98 -3.80  0.005
H -1.63 -1.21 -2.00  0.013
H -3.39 -4.02 2.85  0.000
H -2.50 -2.87 4.83  -0.001
H -0.96 -1.08 5.83  0.007
H 1.40 1.19 3.00  -0.010
H 1.78 2.59 4.37  0.007
H 2.57 3.77 6.56  0.000
H 1.50 2.63 8.70  0.002
H -3.63 -4.22 0.33  0.037
N -1.99 2.10 -0.34  0.004
C -1.77 3.49 0.14  -0.003
C -0.76 3.65 1.29  0.002
C 0.73 3.63 0.92  -0.001
O 1.40 4.69 0.96  0.000
O 1.29 2.45 0.66  0.002
H -2.29 2.13 -1.33  -0.001
H -2.76 1.64 0.17  0.002
H -2.70 3.98 0.46  0.000
H -1.38 4.07 -0.72  0.000
H -0.96 2.87 2.06  0.001
H -0.94 4.64 1.73  0.000

Question: Which of these has the highest max |F|?
Answer: C20H60O20

Question: The highest max |F| belongs to which entry?
Answer: C20H60O20